[1]
{"formula": "C3H4BrClN2O", "method": "ωB97M-V/def2-TZVPD", "charge": 0, "lumo_ev": 0.41, "mol_weight_g_mol": 199.44, "smiles": "O=C1CN(Cl)[C@H](Br)N1", "energy_ev": -90767.0566, "species": ["O", "C", "C", "N", "Cl", "C", "Br", "N", "H", "H", "H", "H"], "xyz": [[-1.62196, 1.40583, 0.22433], [-0.62084, 0.73708, 0.24950], [-0.23878, -0.28399, 1.21696], [0.75738, -1.06837, 0.58522], [0.01790, -2.42320, -0.12359], [1.37840, -0.23230, -0.45967], [3.13198, 0.50251, 0.15292], [0.37776, 0.69792, -0.67685], [0.15895, 0.18661, 2.09915], [-1.06096, -0.94105, 1.42643], [1.75349, -0.97009, -1.35236], [0.43403, 1.49889, -1.44911]], "forces_ev_per_a": [[0.258, 0.378, -0.062], [-1.012, 0.522, -0.680], [-0.649, -0.485, 1.244], [2.367, -0.585, -0.176], [-0.131, -0.886, -0.614], [1.039, -3.040, -1.252], [-0.393, 0.099, 0.087], [0.396, 4.056, -4.152], [0.069, 0.149, 0.606], [-0.497, 0.146, 0.632], [-1.316, 2.200, 1.996], [-0.131, -2.555, 2.372]]}


[2]
{"formula": "C6H9N", "method": "ωB97M-V/def2-TZVPD", "charge": 0, "lumo_ev": 1.06, "mol_weight_g_mol": 95.14, "smiles": "Cc1cc[nH]c1C", "energy_ev": -7857.9134, "species": ["C", "C", "C", "C", "N", "C", "C", "H", "H", "H", "H", "H", "H", "H", "H", "H"], "xyz": [[1.03831, -1.55860, 0.80028], [0.65253, -0.25683, 0.12581], [1.54217, 0.58295, -0.61316], [0.78996, 1.57808, -1.16723], [-0.50640, 1.38068, -0.81561], [-0.60970, 0.23983, -0.05285], [-1.90388, -0.20370, 0.51030], [1.17013, -2.31542, 0.02688], [1.97505, -1.38865, 1.32004], [0.23499, -1.88961, 1.45863], [2.61563, 0.44759, -0.62206], [1.15216, 2.42932, -1.72948], [-1.22923, 1.87857, -1.30512], [-2.22089, 0.39250, 1.37965], [-1.96758, -1.23017, 0.86608], [-2.73323, -0.08654, -0.18214]], "forces_ev_per_a": [[-0.499, 0.925, -0.597], [0.058, -0.525, -0.375], [-0.004, -0.248, 0.578], [1.262, 0.105, -0.113], [-0.106, 0.316, -0.409], [-0.037, -0.179, 0.228], [-1.076, 0.291, 0.611], [0.174, -0.148, 0.113], [0.041, -0.370, 0.317], [0.285, -0.046, 0.214], [-0.106, 0.218, -0.224], [-0.418, -0.098, -0.038], [-0.349, -0.172, 0.409], [0.297, 0.073, -0.092], [0.501, -0.121, -0.236], [-0.022, -0.022, -0.386]]}


[3]
{"formula": "C2H4N2O2", "method": "ωB97M-V/def2-TZVPD", "charge": 0, "lumo_ev": 0.65, "mol_weight_g_mol": 88.07, "energy_ev": -9212.9822, "species": ["N", "C", "O", "N", "C", "O", "H", "H", "H", "H"], "xyz": [[-0.61593, 1.35318, 1.17356], [-0.26292, 0.25677, 0.56077], [-0.48491, -0.72613, 1.36307], [0.24846, 0.07517, -0.69538], [0.62878, -1.16927, -1.18199], [1.10914, -1.31545, -2.27713], [-0.63327, 2.28465, 0.78648], [-0.86872, 0.33229, 2.00237], [0.43611, 0.87003, -1.28772], [0.44325, -1.96124, -0.44402]], "forces_ev_per_a": [[-0.028, 0.108, -0.104], [-0.066, 0.092, -0.007], [0.018, -0.028, 0.010], [0.052, 0.067, 0.053], [0.132, -0.049, -0.178], [-0.201, 0.059, 0.425], [0.065, -0.083, -0.054], [0.058, -0.124, -0.030], [-0.054, 0.025, 0.037], [0.025, -0.066, -0.152]]}


The records above yield energy relative to the best compared isomer or geometry (same formula, charge and spin) values of 128.02, 23.75, 216.19 kJ/mol, respectively.
The records above yield HOMO values of -9.8, -7.8, -10.3 eV, respectively.
The records above yield max |F| values of 5.8, 1.3, 0.5 eV/Å, respectively.